ORCA calculation (ωB97M-V with the def2-TZVPD basis set) on a 9-piece molecular cluster, C44H88F9NO21 overall.

Gap between HOMO and LUMO ... 9.819 eV
Charge ... 0
F_max ... 4.29 eV/A
Energy relative to the best compared isomer or geometry (same formula, charge and spin) ... 472.0 kJ/mol
DFT total energy ... -115986.483 eV

The geometry in XYZ format:
```
163
Properties=species:S:1:pos:R:3:lowdin_charge:R:1
C -11.770 1.322 -2.998 -0.07
C -10.366 1.559 -3.275 -0.32
N -9.278 1.745 -3.455 0.13
H -12.240 2.303 -2.925 0.09
H -11.954 0.534 -2.267 0.09
H -12.131 0.891 -3.931 0.08
C -8.389 5.297 -12.685 -0.13
O -7.195 5.013 -11.969 -0.19
C -7.309 3.756 -11.217 -0.18
C -6.164 3.538 -10.281 -0.20
O -6.203 4.422 -9.143 -0.13
C -5.416 3.899 -8.079 -0.18
C -5.128 5.015 -7.037 -0.15
O -4.228 4.607 -5.964 -0.20
C -3.543 5.643 -5.353 -0.15
H -9.320 5.348 -12.119 0.08
H -8.484 4.684 -13.581 0.08
H -8.189 6.334 -12.956 0.09
H -7.268 2.935 -11.932 0.13
H -8.223 3.787 -10.624 0.13
H -5.232 3.565 -10.845 0.13
H -6.215 2.506 -9.933 0.12
H -4.474 3.680 -8.581 0.12
H -5.810 3.001 -7.605 0.13
H -5.991 5.508 -6.590 0.12
H -4.625 5.834 -7.550 0.11
H -2.925 5.092 -4.644 0.09
H -4.190 6.341 -4.822 0.09
H -2.806 6.132 -5.990 0.09
C -0.558 -1.794 -7.976 -0.09
O -1.897 -2.014 -8.399 -0.17
C -2.419 -3.307 -8.492 -0.21
C -2.813 -4.164 -7.261 -0.22
O -1.689 -4.545 -6.569 -0.16
C -1.898 -5.793 -5.834 -0.14
C -0.503 -6.300 -5.429 -0.16
O 0.335 -7.052 -6.362 -0.17
C 0.649 -6.228 -7.470 -0.13
H 0.181 -1.697 -8.771 0.08
H -0.171 -2.631 -7.395 0.07
H -0.532 -0.881 -7.382 0.09
H -1.769 -3.862 -9.168 0.12
H -3.187 -3.235 -9.262 0.12
H -3.327 -5.014 -7.711 0.12
H -3.520 -3.631 -6.625 0.13
H -2.456 -6.537 -6.403 0.13
H -2.487 -5.580 -4.941 0.12
H -0.624 -7.039 -4.637 0.12
H 0.106 -5.447 -5.132 0.12
H 1.414 -6.677 -8.103 0.09
H 1.056 -5.295 -7.079 0.08
H -0.082 -5.832 -8.175 0.08
C -3.991 6.506 6.566 -0.13
O -4.076 5.129 6.345 -0.20
C -5.397 4.710 5.988 -0.18
C -5.148 3.341 5.350 -0.19
O -4.837 3.451 3.938 -0.15
C -4.677 2.099 3.365 -0.17
C -3.440 1.354 3.677 -0.17
O -3.716 0.400 4.764 -0.22
C -2.542 -0.382 5.163 -0.09
H -3.668 7.076 5.695 0.09
H -3.203 6.614 7.311 0.08
H -4.884 6.850 7.087 0.09
H -5.820 5.413 5.270 0.13
H -6.021 4.683 6.880 0.12
H -6.092 2.806 5.456 0.12
H -4.404 2.784 5.919 0.12
H -4.798 2.417 2.330 0.13
H -5.620 1.611 3.611 0.13
H -2.679 2.021 4.085 0.13
H -3.084 0.766 2.831 0.12
H -1.742 0.263 5.527 0.08
H -2.143 -0.963 4.331 0.08
H -2.802 -1.076 5.963 0.08
C 6.000 -7.766 3.245 -0.11
O 4.702 -7.872 2.662 -0.20
C 4.678 -7.960 1.225 -0.18
C 3.272 -8.198 0.660 -0.20
O 2.322 -7.233 0.975 -0.12
C 1.803 -7.306 2.308 -0.17
C 0.590 -6.331 2.320 -0.21
O -0.449 -6.884 1.562 -0.15
C -1.031 -5.931 0.733 -0.13
H 6.844 -8.335 2.856 0.08
H 5.918 -8.111 4.276 0.08
H 6.364 -6.744 3.347 0.08
H 5.369 -8.749 0.926 0.12
H 5.145 -7.046 0.858 0.12
H 2.929 -9.163 1.033 0.12
H 3.266 -8.326 -0.423 0.13
H 2.531 -7.153 3.104 0.11
H 1.438 -8.299 2.570 0.12
H 1.021 -5.370 2.039 0.12
H 0.337 -6.261 3.378 0.12
H -1.969 -6.346 0.365 0.09
H -0.458 -5.619 -0.141 0.09
H -1.303 -5.027 1.279 0.09
C -3.094 -0.484 -1.230 -0.10
O -1.704 -0.847 -0.999 -0.20
C -0.778 0.047 -1.711 -0.17
C 0.616 -0.491 -1.442 -0.26
O 0.902 -0.309 -0.133 -0.13
C 2.266 -0.699 0.262 -0.13
C 2.434 -0.447 1.755 -0.19
O 2.642 0.926 2.238 -0.19
C 2.912 0.846 3.642 -0.12
H -3.556 -0.793 -2.169 0.08
H -3.334 0.575 -1.139 0.08
H -3.648 -1.055 -0.485 0.08
H -0.939 1.071 -1.374 0.12
H -1.071 0.033 -2.760 0.12
H 1.382 -0.082 -2.100 0.13
H 0.440 -1.563 -1.534 0.13
H 2.965 0.022 -0.162 0.12
H 2.553 -1.707 -0.036 0.13
H 3.286 -0.988 2.166 0.11
H 1.592 -0.853 2.315 0.12
H 3.947 0.516 3.731 0.09
H 2.190 0.250 4.200 0.08
H 2.854 1.837 4.092 0.08
C 2.595 7.689 5.005 -0.06
C 3.739 6.840 4.346 -0.17
O 3.106 6.151 3.225 -0.03
C 3.779 6.101 1.998 -0.30
O 4.876 6.561 1.835 0.15
C 2.977 5.445 0.796 -0.54
F 3.616 4.423 0.272 0.19
F 1.732 5.118 1.206 0.15
F 2.904 6.338 -0.197 0.16
H 2.131 8.456 4.384 0.08
H 2.861 8.174 5.944 0.07
H 1.893 7.007 5.485 0.07
H 4.187 6.053 4.953 0.13
H 4.468 7.574 4.004 0.11
C 9.690 1.798 1.203 -0.05
C 8.935 3.097 1.632 -0.20
O 9.871 3.935 2.283 0.03
C 9.601 4.380 3.499 -0.37
O 8.607 4.081 4.100 0.15
C 10.668 5.405 4.097 -0.56
F 11.527 4.659 4.771 0.18
F 11.326 6.051 3.138 0.17
F 10.047 6.245 4.919 0.18
H 9.823 1.108 2.036 0.07
H 10.617 1.996 0.664 0.08
H 9.022 1.271 0.522 0.07
H 8.030 2.867 2.193 0.12
H 8.568 3.562 0.718 0.12
C 3.524 -2.116 10.483 -0.06
C 3.639 -3.652 10.289 -0.21
O 4.958 -3.955 9.984 -0.02
C 5.893 -4.021 11.019 -0.28
O 5.685 -3.806 12.230 0.13
C 7.234 -4.630 10.566 -0.48
F 8.197 -3.738 10.929 0.15
F 7.381 -5.797 11.234 0.16
F 7.189 -4.831 9.214 0.14
H 3.758 -1.477 9.632 0.08
H 4.256 -1.734 11.195 0.07
H 2.549 -1.825 10.873 0.08
H 3.030 -3.855 9.408 0.12
H 3.376 -4.324 11.106 0.13
```